C40H28CoIN2O4P as an isolated structure at a distorted geometry, computed with ωB97M-V/def2-TZVPD.

- LUMO level (spin up / spin down): -1.3 / -1.3 eV
- Energy above the lowest of the compared OMol25 structures with the same formula, charge and spin: 23.8 kcal/mol
- Kohn-Sham gap (spin up / spin down): 5.9 / 6.3 eV

Structure (ORCA input):
```
! wB97M-V def2-TZVPD RIJCOSX def2/J DEFGRID3
* xyz 0 2
Co -0.40 1.55 -0.14
O 2.56 2.34 2.48
C 1.41 1.98 1.87
O 1.39 1.91 0.58
C 0.24 1.67 2.59
C -0.07 1.72 3.97
C -1.35 1.44 4.37
C -2.35 1.09 3.44
C -1.99 1.08 2.10
N -0.76 1.35 1.70
C -2.86 0.81 0.89
O -4.01 0.44 0.98
O -2.20 1.01 -0.20
H 3.21 2.54 1.79
H 0.71 2.00 4.67
H -1.62 1.52 5.42
H -3.36 0.85 3.73
C -0.71 5.98 0.92
C -0.46 6.54 -0.33
C -0.34 5.70 -1.42
C -0.49 4.32 -1.26
N -0.70 3.80 -0.04
C -0.81 4.60 1.01
C -0.45 3.35 -2.35
C -0.53 3.74 -3.69
C -0.53 2.80 -4.70
C -0.44 1.46 -4.39
C -0.36 1.07 -3.06
C -0.36 1.98 -2.01
H -0.83 6.59 1.80
H -0.37 7.61 -0.44
H -0.13 6.11 -2.39
H -0.99 4.13 1.96
H -0.62 4.78 -3.95
H -0.62 3.11 -5.74
H -0.44 0.71 -5.16
H -0.31 0.01 -2.85
I 2.73 0.17 -1.78
C 3.51 -1.39 -0.56
C 4.86 -1.33 -0.32
C 5.52 -2.41 0.28
C 4.84 -3.55 0.56
C 3.45 -3.63 0.34
C 2.77 -4.84 0.59
C 1.43 -4.94 0.35
C 0.71 -3.81 -0.03
C 1.31 -2.59 -0.23
P 0.09 -1.18 -0.34
C -0.70 -1.70 1.23
C -1.98 -2.22 1.39
C -2.45 -2.53 2.66
C -1.65 -2.33 3.77
C -0.37 -1.82 3.62
C 0.10 -1.51 2.36
C -0.92 -1.87 -1.69
C -2.28 -1.57 -1.80
C -3.01 -2.05 -2.88
C -2.39 -2.79 -3.87
C -1.03 -3.05 -3.79
C -0.30 -2.59 -2.71
C 2.72 -2.49 -0.16
H 5.43 -0.48 -0.64
H 6.58 -2.33 0.47
H 5.35 -4.42 0.94
H 3.34 -5.68 0.95
H 0.91 -5.88 0.51
H -0.37 -3.90 -0.13
H -2.61 -2.39 0.54
H -3.45 -2.93 2.77
H -2.03 -2.57 4.76
H 0.26 -1.65 4.48
H 1.09 -1.10 2.24
H -2.77 -0.94 -1.08
H -4.06 -1.84 -2.94
H -2.96 -3.16 -4.71
H -0.53 -3.59 -4.58
H 0.76 -2.79 -2.66
*
```

Results of the Mulliken charge analysis, in e, for atoms 1 through 8: Co 0.213; O -0.573; C 0.275; O -0.286; C -0.101; C -0.818; C -0.753; C -0.552



H48NaO24 as an isolated structure at a distorted geometry, computed with ωB97M-V/def2-TZVPD.

- LUMO level: -3.0 eV
- Energy above the lowest of the compared OMol25 structures with the same formula, charge and spin: 33.7 kcal/mol
- Kohn-Sham gap: 8.9 eV

Structure (ORCA input):
```
! wB97M-V def2-TZVPD RIJCOSX def2/J DEFGRID3
* xyz 1 1
Na -0.03 -0.01 0.34
O 1.15 1.25 4.17
H 1.91 0.94 4.66
H 0.49 1.42 4.84
O 2.61 0.47 0.71
H 2.89 0.38 -0.20
H 3.25 1.06 1.10
O 1.05 -4.00 -1.81
H 0.16 -3.82 -2.12
H 1.08 -4.96 -1.71
O 3.41 -1.76 2.21
H 3.32 -0.90 1.81
H 3.96 -2.26 1.59
O 3.80 0.22 -1.98
H 4.72 0.36 -2.19
H 3.56 -0.58 -2.47
O 1.11 -1.44 -1.24
H 1.04 -1.02 -2.10
H 1.27 -2.36 -1.44
O -4.23 -1.74 2.25
H -3.98 -0.81 2.27
H -4.17 -2.02 3.17
O -2.47 -4.19 0.62
H -2.81 -5.02 0.28
H -1.57 -4.38 0.88
O -4.78 0.06 -1.99
H -4.82 -0.90 -2.03
H -3.85 0.25 -1.86
O -2.34 2.93 3.56
H -1.44 3.00 3.23
H -2.30 3.27 4.45
O 3.49 2.88 -2.72
H 3.18 2.08 -2.30
H 4.40 2.96 -2.41
O -2.51 1.30 -3.61
H -1.64 1.38 -3.22
H -2.36 1.33 -4.56
O -3.65 1.34 1.86
H -3.18 1.75 2.58
H -4.50 1.78 1.85
O 3.76 -2.78 -2.31
H 2.82 -2.93 -2.17
H 4.15 -2.87 -1.45
O -1.85 -1.59 0.00
H -2.76 -1.33 0.18
H -1.93 -2.39 -0.51
O 0.33 3.27 2.17
H 0.89 3.35 1.40
H 0.67 2.51 2.64
O 0.42 -1.11 2.39
H 0.84 -1.96 2.49
H 0.91 -0.53 2.97
O -2.54 3.72 -2.75
H -2.66 2.96 -3.32
H -1.67 3.60 -2.37
O 2.10 3.55 -0.18
H 2.80 3.35 -0.80
H 2.22 4.48 0.02
O -1.72 -3.27 3.20
H -0.93 -3.04 2.72
H -2.41 -3.32 2.53
O 0.09 3.34 -2.01
H 0.80 3.16 -1.39
H 0.43 4.03 -2.58
O -1.45 2.19 0.22
H -2.35 2.25 0.55
H -1.10 3.08 0.32
O 0.38 -3.79 1.29
H 0.66 -3.69 0.38
H 0.96 -4.46 1.64
O 1.09 -0.13 -3.54
H 0.95 0.78 -3.81
H 0.89 -0.65 -4.33
*
```

Results of the Mulliken charge analysis, in e, for atoms 1 through 8: Na 0.161; O -0.603; H 0.272; H 0.264; O -0.429; H 0.291; H 0.259; O -0.613



A 2-piece molecular cluster, C2H3ClO2 overall at a distorted geometry, computed with ωB97M-V/def2-TZVPD.

- LUMO level: 0.1 eV
- Energy above the lowest of the compared OMol25 structures with the same formula, charge and spin: 79.6 kcal/mol
- Kohn-Sham gap: 9.2 eV

Structure (ORCA input):
```
! wB97M-V def2-TZVPD RIJCOSX def2/J DEFGRID3
* xyz 0 1
C -0.20 -0.22 0.56
C 1.04 0.05 -0.14
O -0.53 -0.64 1.60
O -1.42 0.29 -0.93
Cl -2.94 0.25 -0.34
H 1.15 0.89 -0.81
H 1.70 0.29 0.66
H 1.20 -0.91 -0.61
*
```

Mulliken analysis output, partial charges in e: C 0.713; C -0.806; O -0.300; O -0.459; Cl -0.059; H 0.324; H 0.334; H 0.253



The molecule C17H25N3O3S2 at a distorted geometry, computed with ωB97M-V/def2-TZVPD.

- LUMO level: 0.3 eV
- SMILES: COCCn1c(SCC(=O)N2CCC(C)CC2)nc2c(c1=O)SCC2
- Energy above the lowest of the compared OMol25 structures with the same formula, charge and spin: 20.8 kcal/mol
- Kohn-Sham gap: 7.9 eV

Structure (ORCA input):
```
! wB97M-V def2-TZVPD RIJCOSX def2/J DEFGRID3
* xyz 0 1
C -1.87 -4.94 0.16
O -3.15 -4.41 -0.08
C -3.30 -3.06 0.24
C -2.63 -2.11 -0.77
N -2.76 -0.73 -0.35
C -1.90 -0.18 0.54
S -0.53 -1.13 1.09
C 0.49 0.19 1.82
C 1.03 1.16 0.78
O 0.70 2.33 0.82
N 1.86 0.67 -0.16
C 2.45 -0.65 -0.21
C 3.95 -0.55 0.07
C 4.63 0.38 -0.94
C 6.12 0.52 -0.65
C 3.93 1.74 -0.90
C 2.43 1.58 -1.14
N -2.00 1.02 1.02
C -3.00 1.79 0.57
C -3.91 1.34 -0.35
C -3.86 0.00 -0.86
O -4.62 -0.52 -1.65
S -5.11 2.51 -0.81
C -4.51 3.70 0.48
C -3.16 3.21 1.00
H -1.12 -4.57 -0.55
H -1.54 -4.71 1.18
H -1.96 -6.02 0.04
H -4.38 -2.87 0.24
H -2.89 -2.85 1.24
H -1.57 -2.35 -0.87
H -3.13 -2.20 -1.74
H 1.28 -0.32 2.38
H -0.15 0.75 2.50
H 1.98 -1.32 0.51
H 2.29 -1.06 -1.21
H 4.39 -1.55 0.01
H 4.11 -0.17 1.08
H 4.50 -0.05 -1.94
H 6.61 -0.45 -0.69
H 6.28 0.94 0.34
H 6.59 1.18 -1.38
H 4.34 2.40 -1.66
H 4.08 2.20 0.08
H 1.91 2.53 -1.04
H 2.25 1.17 -2.14
H -5.26 3.71 1.26
H -4.46 4.68 0.02
H -2.33 3.78 0.57
H -3.09 3.29 2.08
*
```

Results of the Mulliken charge analysis, in e, for atoms 1 through 8: C -0.595; O -0.405; C -0.129; C -1.465; N 0.174; C 0.469; S -0.088; C -1.070



Question: energy above the lowest of the compared OMol25 structures with the same formula, charge and spin of number 3 (C2H3ClO2)?
Answer: 79.6 kcal/mol